Entry 1:
{
  "formula": "C54H50AsI2N7OSiV",
  "method": "ωB97M-V/def2-TZVPD",
  "spin_multiplicity": 4,
  "homo_ev": [-5.96, -6.97],
  "homo_lumo_gap_ev": [5.9, 6.4],
  "species": ["V", "N", "C", "N", "C", "N", "N", "C", "C", "C", "C", "C", "C", "N", "C", "C", "C", "C", "C", "C", "H", "H", "H", "H", "H", "H", "H", "H", "H", "H", "H", "I", "C", "C", "C", "I", "C", "O", "C", "C", "N", "C", "C", "C", "C", "C", "C", "N", "C", "H", "H", "H", "H", "H", "H", "H", "H", "H", "H", "H", "C", "C", "C", "C", "C", "C", "Si", "C", "C", "C", "C", "C", "C", "C", "C", "C", "C", "C", "C", "H", "H", "H", "H", "H", "H", "H", "H", "H", "H", "H", "H", "H", "H", "H", "C", "As", "C", "C", "C", "C", "C", "C", "C", "C", "H", "H", "H", "H", "H", "H", "H", "H", "H", "H", "H", "H", "H"],
  "xyz": [[-0.540, -0.508, -0.061], [3.790, 2.418, 1.513], [3.253, 1.202, 1.243], [2.016, 0.891, 1.361], [1.128, 1.860, 1.810], [-0.125, 1.635, 2.023], [-0.721, 0.485, 1.613], [-1.735, 0.098, 2.396], [-2.280, -1.164, 2.131], [-3.266, -1.797, 2.915], [-3.626, -3.086, 2.625], [-3.000, -3.745, 1.553], [-2.088, -3.050, 0.791], [-1.720, -1.791, 1.051], [1.634, 3.183, 2.191], [0.814, 4.184, 2.709], [1.352, 5.400, 3.092], [2.717, 5.625, 2.975], [3.546, 4.648, 2.450], [3.003, 3.436, 2.048], [4.779, 2.568, 1.417], [3.957, 0.455, 0.887], [-2.031, 0.707, 3.242], [-3.719, -1.245, 3.727], [-4.374, -3.598, 3.216], [-3.235, -4.771, 1.310], [-1.648, -3.517, -0.081], [-0.239, 3.973, 2.816], [0.705, 6.170, 3.491], [3.138, 6.569, 3.294], [4.612, 4.820, 2.366], [0.339, -4.696, -6.571], [-0.292, -3.754, -4.794], [-1.606, -3.329, -4.669], [-1.989, -2.673, -3.519], [-3.995, -2.116, -3.245], [-1.076, -2.344, -2.484], [-1.416, -1.596, -1.479], [0.219, -2.912, -2.606], [1.154, -2.729, -1.443], [1.398, -1.297, -1.221], [2.231, -0.745, -2.288], [2.164, 0.757, -2.444], [2.910, 1.371, -3.445], [2.840, 2.745, -3.585], [2.070, 3.468, -2.687], [1.362, 2.770, -1.725], [1.376, 1.441, -1.622], [0.605, -3.580, -3.756], [-2.318, -3.499, -5.464], [0.689, -3.124, -0.534], [2.086, -3.282, -1.625], [1.857, -1.156, -0.321], [3.281, -1.037, -2.144], [1.903, -1.184, -3.234], [3.519, 0.773, -4.113], [3.389, 3.244, -4.373], [2.011, 4.546, -2.742], [0.748, 3.296, -1.004], [1.614, -3.967, -3.838], [-6.520, 0.851, 0.156], [-6.045, 2.024, -0.411], [-4.717, 2.121, -0.804], [-3.844, 1.036, -0.681], [-4.356, -0.145, -0.142], [-5.668, -0.234, 0.297], [-2.011, 1.176, -1.228], [-1.970, 1.033, -3.142], [-2.994, 1.535, -3.947], [-2.928, 1.455, -5.330], [-1.829, 0.869, -5.946], [-0.796, 0.372, -5.166], [-0.877, 0.457, -3.783], [-1.728, 3.070, -1.024], [-1.484, 3.920, -2.105], [-1.319, 5.287, -1.928], [-1.386, 5.836, -0.656], [-1.634, 5.012, 0.433], [-1.809, 3.649, 0.246], [-7.552, 0.782, 0.478], [-6.715, 2.864, -0.551], [-4.357, 3.056, -1.218], [-3.720, -1.015, -0.093], [-6.025, -1.153, 0.747], [-3.863, 1.987, -3.481], [-3.739, 1.844, -5.933], [-1.784, 0.794, -7.025], [0.066, -0.092, -5.634], [-0.084, 0.046, -3.177], [-1.413, 3.508, -3.104], [-1.155, 5.924, -2.789], [-1.239, 6.900, -0.515], [-1.704, 5.439, 1.426], [-2.015, 3.008, 1.096], [0.321, -2.719, 3.798], [1.371, -1.921, 2.346], [2.640, -1.004, 3.529], [2.522, -3.506, 1.862], [3.277, -4.132, 2.984], [4.570, -3.718, 3.300], [5.277, -4.310, 4.335], [4.698, -5.325, 5.083], [3.407, -5.738, 4.789], [2.706, -5.150, 3.748], [0.964, -3.272, 4.484], [-0.453, -3.383, 3.410], [-0.168, -1.913, 4.346], [3.005, -1.679, 4.303], [2.127, -0.162, 3.996], [3.488, -0.613, 2.967], [3.212, -3.144, 1.095], [1.849, -4.231, 1.401], [5.035, -2.935, 2.712], [6.286, -3.985, 4.553], [5.251, -5.794, 5.886], [2.946, -6.528, 5.368], [1.710, -5.501, 3.502]],
  "forces_ev_per_angstrom": [[0.68, -0.24, -1.69], [0.12, -0.13, 0.06], [-0.15, 0.34, -0.18], [0.23, 0.10, -0.68], [-1.01, -0.46, 0.38], [0.14, 1.21, 0.08], [0.46, 0.23, 0.74], [0.09, 0.03, 0.42], [0.12, -0.18, 0.14], [-0.08, -0.01, -0.04], [0.09, 0.12, 0.07], [0.10, 0.06, -0.09], [-0.25, -0.39, -0.04], [-0.37, -0.01, 0.57], [0.33, 0.17, 0.03], [0.16, 0.05, 0.05], [-0.19, -0.12, 0.01], [0.13, -0.04, -0.09], [0.10, 0.14, 0.04], [-0.45, -0.03, 0.06], [0.02, -0.07, -0.03], [0.06, 0.00, 0.01], [-0.02, 0.03, -0.04], [-0.01, -0.02, 0.02], [-0.01, 0.03, 0.02], [-0.02, 0.01, -0.05], [0.04, 0.08, 0.00], [-0.01, 0.00, -0.03], [0.02, 0.01, 0.01], [0.03, 0.00, -0.02], [0.00, 0.00, -0.04], [-0.10, 0.13, 0.25], [0.16, -0.21, -0.36], [0.06, -0.05, -0.01], [-0.28, 0.33, 0.40], [0.29, -0.08, -0.12], [-0.01, -0.22, -0.44], [-0.01, -0.47, -0.53], [-0.21, 0.21, 0.22], [-0.15, -0.15, -0.19], [0.04, 0.26, 0.59], [-0.07, 0.23, -0.09], [-0.01, 0.01, 0.09], [-0.01, -0.02, -0.01], [0.05, -0.07, 0.06], [0.05, -0.04, -0.09], [0.02, 0.14, 0.16], [0.11, -0.19, 0.37], [0.04, -0.06, -0.01], [-0.03, -0.02, 0.03], [0.09, -0.01, 0.01], [-0.02, 0.02, 0.07], [0.23, -0.07, -0.08], [-0.05, -0.03, -0.07], [0.01, -0.08, 0.05], [0.00, -0.01, 0.00], [0.01, 0.01, 0.00], [-0.07, 0.01, 0.05], [0.03, -0.01, -0.01], [0.00, 0.00, 0.01], [-0.04, -0.01, 0.02], [-0.05, 0.04, -0.03], [-0.04, 0.02, 0.00], [0.31, -0.03, -0.09], [-0.04, 0.08, -0.06], [-0.03, -0.04, 0.01], [-0.48, 0.54, -0.44], [0.03, -0.15, 0.31], [-0.01, -0.01, 0.07], [-0.06, 0.03, -0.03], [0.01, -0.02, 0.00], [0.06, 0.00, -0.07], [-0.10, 0.04, -0.01], [-0.08, -0.27, 0.06], [-0.07, 0.03, 0.03], [-0.03, 0.00, -0.02], [0.09, 0.06, -0.05], [-0.03, 0.02, 0.06], [-0.04, -0.07, -0.06], [0.00, 0.00, 0.01], [0.03, 0.03, 0.04], [0.00, 0.01, 0.02], [0.03, -0.10, 0.04], [-0.02, -0.02, -0.06], [-0.03, -0.01, -0.04], [-0.01, -0.01, 0.00], [0.00, 0.01, -0.01], [-0.02, -0.02, 0.00], [0.04, -0.07, -0.03], [-0.02, 0.01, -0.02], [0.05, 0.01, 0.01], [-0.05, 0.01, 0.02], [0.00, 0.00, 0.00], [0.00, 0.09, 0.05], [-0.02, -0.05, -0.02], [0.21, -0.62, 0.13], [0.02, -0.03, 0.07], [-0.11, 0.16, 0.18], [0.04, -0.08, 0.03], [0.00, -0.03, -0.04], [0.01, 0.00, 0.02], [0.02, 0.02, 0.05], [-0.01, -0.02, 0.02], [0.03, -0.01, -0.06], [0.02, 0.02, -0.01], [0.01, 0.02, -0.07], [0.00, 0.03, -0.05], [-0.04, -0.03, 0.01], [-0.02, 0.00, -0.04], [-0.04, -0.12, 0.07], [-0.06, -0.01, -0.04], [0.00, 0.05, -0.06], [0.00, 0.01, 0.00], [0.00, 0.01, 0.00], [-0.01, 0.01, 0.01], [0.00, -0.01, -0.01], [-0.01, 0.02, 0.02]],
  "lowdin_charge": [0.745, 0.121, -0.190, 0.077, -0.289, 0.072, -0.201, -0.104, -0.316, -0.026, -0.070, -0.059, -0.129, -0.036, -0.081, -0.016, -0.070, -0.075, -0.022, -0.185, 0.148, 0.134, 0.127, 0.118, 0.107, 0.102, 0.114, 0.103, 0.106, 0.106, 0.112, 0.806, -0.734, -0.231, -0.597, 0.997, -0.444, -0.312, -0.171, -0.161, -0.094, -0.138, -0.285, -0.024, -0.056, -0.043, -0.120, 0.120, -0.133, 0.082, 0.097, 0.127, 0.045, 0.135, 0.125, 0.117, 0.108, 0.108, 0.098, 0.098, -0.099, -0.091, -0.105, -0.261, -0.149, -0.089, 0.777, -0.295, -0.125, -0.091, -0.092, -0.077, -0.118, -0.301, -0.120, -0.093, -0.096, -0.098, -0.122, 0.096, 0.098, 0.098, 0.059, 0.100, 0.100, 0.100, 0.098, 0.103, 0.064, 0.098, 0.100, 0.096, 0.095, 0.088, -0.289, 1.186, -0.299, -0.331, -0.325, -0.073, -0.087, -0.097, -0.083, -0.067, 0.017, 0.018, 0.027, 0.027, 0.030, 0.001, 0.063, 0.068, 0.108, 0.101, 0.099, 0.103, 0.112]
}

=====

Entry 2:
{
  "formula": "C54H50N6O9STeV",
  "method": "ωB97M-V/def2-TZVPD",
  "spin_multiplicity": 4,
  "homo_ev": [-5.99, -7.39],
  "homo_lumo_gap_ev": [5.2, 6.6],
  "species": ["V", "C", "C", "C", "C", "C", "O", "C", "C", "C", "C", "C", "C", "C", "O", "C", "C", "C", "N", "C", "C", "Te", "C", "C", "C", "C", "C", "C", "C", "C", "C", "C", "C", "C", "H", "H", "H", "H", "H", "H", "H", "H", "H", "H", "H", "H", "H", "H", "H", "H", "H", "H", "H", "H", "H", "H", "H", "H", "O", "C", "N", "C", "O", "C", "C", "C", "C", "N", "C", "H", "H", "H", "H", "H", "H", "H", "H", "C", "C", "C", "N", "C", "S", "N", "C", "O", "C", "C", "C", "C", "C", "C", "H", "H", "H", "H", "H", "H", "H", "H", "H", "H", "H", "H", "H", "H", "O", "C", "O", "C", "C", "C", "C", "C", "C", "N", "O", "O", "H", "H", "H", "H"],
  "xyz": [[-0.588, 0.456, -0.308], [0.850, 4.117, 5.573], [0.534, 3.185, 4.441], [-0.763, 2.927, 4.059], [-1.083, 2.078, 2.986], [-2.439, 1.823, 2.525], [-2.701, 1.108, 1.548], [-3.501, 2.540, 3.288], [-3.670, 2.379, 4.663], [-4.540, 3.204, 5.352], [-5.243, 4.194, 4.686], [-5.127, 4.310, 3.311], [-4.270, 3.480, 2.611], [-0.004, 1.502, 2.257], [-0.193, 0.841, 1.180], [1.328, 1.733, 2.683], [1.584, 2.562, 3.745], [2.326, 1.017, 1.849], [2.642, 1.357, 0.663], [2.194, 2.604, 0.094], [3.255, 3.646, 0.392], [5.215, 2.739, 0.108], [5.381, 2.095, 2.135], [5.078, 2.973, 3.163], [5.102, 2.551, 4.482], [5.449, 1.246, 4.785], [5.794, 0.376, 3.765], [5.763, 0.800, 2.447], [2.823, -0.252, 2.388], [2.612, -0.605, 3.718], [3.037, -1.831, 4.190], [3.686, -2.714, 3.344], [3.912, -2.367, 2.020], [3.474, -1.149, 1.543], [-0.007, 4.734, 5.827], [1.684, 4.758, 5.300], [1.135, 3.556, 6.462], [-1.572, 3.416, 4.580], [-3.120, 1.614, 5.193], [-4.657, 3.083, 6.419], [-5.871, 4.877, 5.239], [-5.695, 5.058, 2.781], [-4.157, 3.570, 1.541], [2.608, 2.760, 4.022], [1.213, 2.943, 0.468], [2.131, 2.448, -0.991], [3.192, 3.964, 1.429], [3.160, 4.511, -0.256], [4.823, 4.000, 2.938], [4.854, 3.243, 5.275], [5.464, 0.912, 5.813], [6.072, -0.643, 3.996], [6.032, 0.115, 1.658], [2.106, 0.081, 4.381], [2.848, -2.104, 5.218], [4.012, -3.677, 3.712], [4.417, -3.052, 1.352], [3.617, -0.867, 0.511], [2.178, 2.174, -6.483], [2.281, 0.782, -6.497], [2.082, 0.357, -5.135], [1.963, -0.946, -4.810], [2.053, -1.836, -5.634], [1.701, -1.249, -3.371], [2.070, -2.513, -2.902], [1.790, -2.831, -1.584], [1.097, -1.925, -0.804], [0.691, -0.730, -1.261], [1.036, -0.391, -2.509], [2.343, 2.523, -7.365], [3.271, 0.448, -6.853], [1.510, 0.315, -7.131], [2.058, 1.104, -4.462], [2.553, -3.205, -3.575], [2.087, -3.778, -1.165], [0.826, -2.160, 0.219], [0.725, 0.593, -2.849], [-4.249, -4.426, -0.531], [-4.363, -2.929, -0.792], [-4.123, -2.102, 0.467], [-2.725, -2.182, 0.845], [-2.179, -1.827, 2.006], [-0.529, -1.802, 2.198], [-2.983, -1.512, 3.090], [-3.949, -2.239, 3.747], [-4.609, -1.718, 4.617], [-4.092, -3.669, 3.367], [-5.356, -4.247, 3.474], [-5.537, -5.585, 3.181], [-4.456, -6.364, 2.801], [-3.191, -5.805, 2.736], [-3.003, -4.464, 3.020], [-4.359, -4.983, -1.457], [-5.032, -4.745, 0.154], [-3.287, -4.679, -0.093], [-5.364, -2.706, -1.159], [-3.657, -2.619, -1.564], [-4.740, -2.491, 1.281], [-4.391, -1.053, 0.293], [-2.069, -2.252, 0.068], [-2.739, -0.641, 3.552], [-6.183, -3.632, 3.791], [-6.518, -6.026, 3.257], [-4.598, -7.409, 2.570], [-2.345, -6.419, 2.469], [-2.006, -4.049, 3.002], [-1.409, 2.184, -0.937], [-1.510, 1.536, -2.006], [-1.603, 0.279, -1.955], [-1.413, 2.250, -3.305], [-1.383, 1.565, -4.526], [-1.243, 2.268, -5.712], [-1.138, 3.644, -5.699], [-1.173, 4.327, -4.479], [-1.302, 3.635, -3.281], [-1.073, 5.751, -4.476], [-1.147, 6.330, -3.399], [-0.923, 6.314, -5.554], [-1.463, 0.489, -4.535], [-1.222, 1.739, -6.653], [-1.022, 4.215, -6.607], [-1.315, 4.161, -2.336]],
  "forces_ev_per_angstrom": [[-2.15, -2.97, -6.33], [0.00, -0.13, 0.01], [0.03, -0.03, -0.07], [0.04, 0.03, -0.03], [1.16, -0.43, -0.50], [-0.36, -0.51, -0.64], [-0.29, 0.67, 0.88], [-0.44, 0.04, 0.03], [-0.09, -0.08, -0.23], [-0.04, -0.04, 0.13], [0.00, 0.01, -0.02], [-0.08, 0.07, -0.02], [0.13, -0.13, 0.01], [-0.05, 1.22, 1.48], [2.64, 2.50, 9.25], [-0.39, 0.03, -0.27], [-0.41, 0.01, -0.09], [-0.05, 0.60, -0.42], [-0.21, -0.65, 0.47], [-0.14, 0.04, -0.01], [0.23, -0.32, -0.26], [0.19, 0.53, 0.41], [0.00, 0.16, -0.47], [-0.03, 0.25, -0.01], [0.04, 0.03, 0.12], [0.08, -0.09, 0.07], [0.15, -0.04, 0.09], [0.19, -0.07, -0.13], [0.08, -0.60, 0.13], [-0.06, 0.12, -0.21], [0.07, -0.15, 0.07], [0.06, -0.12, 0.10], [0.01, -0.04, -0.12], [-0.09, 0.01, 0.04], [-0.04, 0.09, 0.02], [0.06, 0.16, 0.08], [0.06, 0.02, 0.13], [0.09, 0.10, 0.07], [0.10, -0.02, 0.04], [-0.01, -0.02, 0.09], [-0.12, -0.01, 0.02], [-0.07, 0.11, -0.06], [0.01, 0.05, -0.10], [0.12, -0.01, 0.10], [0.17, -0.07, -0.12], [-0.12, 0.09, 0.12], [0.12, 0.04, 0.06], [0.12, 0.13, -0.04], [-0.02, 0.08, 0.01], [-0.01, 0.07, 0.04], [-0.01, -0.02, 0.06], [0.01, -0.06, -0.02], [-0.05, -0.10, -0.06], [-0.06, 0.00, 0.04], [0.01, -0.03, 0.09], [0.02, -0.06, 0.04], [0.03, -0.07, 0.00], [0.06, 0.05, -0.13], [-0.08, 0.46, 0.13], [0.12, -0.76, -0.51], [-0.05, 0.43, -0.12], [-0.03, 0.33, 0.18], [0.07, -0.15, -0.22], [0.03, -0.44, 0.34], [-0.22, 0.38, 0.16], [0.11, 0.09, -0.28], [0.16, -0.07, 0.09], [1.32, -1.08, -0.79], [0.27, -0.15, -0.51], [0.03, -0.07, 0.06], [-0.24, 0.07, 0.05], [0.19, 0.06, 0.10], [0.04, -0.10, 0.18], [0.06, -0.04, -0.07], [-0.01, -0.09, 0.07], [0.01, 0.04, -0.14], [0.01, -0.15, 0.06], [-0.01, 0.19, -0.14], [0.00, -0.11, 0.30], [-0.44, 0.30, -0.18], [-0.09, 0.13, -0.10], [1.01, -0.48, -0.39], [-0.01, -0.06, 0.32], [-0.42, 0.48, 0.20], [0.06, 0.05, -0.22], [-0.14, -0.01, 0.17], [-0.18, -0.45, 0.18], [0.09, 0.12, -0.05], [-0.05, -0.02, -0.02], [0.04, -0.01, -0.01], [0.02, -0.11, -0.01], [-0.07, 0.12, 0.07], [-0.01, -0.12, -0.09], [-0.03, -0.10, 0.14], [0.10, -0.07, 0.07], [-0.01, 0.11, -0.07], [0.01, 0.09, -0.09], [0.04, 0.09, -0.14], [0.01, -0.09, 0.09], [-0.13, -0.14, 0.43], [0.03, -0.26, -0.07], [-0.09, 0.09, 0.04], [-0.14, -0.03, 0.01], [-0.01, -0.10, -0.01], [0.10, -0.05, -0.02], [0.09, 0.04, -0.03], [-0.07, 0.91, -0.01], [-0.68, 0.61, -0.75], [-1.45, -0.48, -2.16], [0.02, 0.07, -0.57], [-0.03, 0.23, 0.35], [-0.05, -0.09, 0.07], [0.03, 0.51, 0.36], [-0.12, -1.92, -0.21], [0.02, 0.33, -0.13], [0.12, 1.72, 0.07], [0.06, -0.30, -0.60], [-0.07, -0.21, 0.57], [-0.03, -0.11, 0.08], [0.03, -0.03, -0.06], [-0.02, 0.00, -0.07], [-0.01, -0.03, -0.08]],
  "lowdin_charge": [0.802, -0.048, -0.249, 0.029, -0.039, -0.294, 0.059, -0.163, -0.052, -0.075, -0.084, -0.074, -0.011, -0.258, -0.275, -0.096, 0.033, -0.220, 0.044, -0.329, -0.443, 1.245, -0.548, -0.167, -0.105, -0.086, -0.089, -0.156, -0.172, -0.034, -0.076, -0.085, -0.077, -0.053, 0.076, 0.076, 0.081, 0.111, 0.123, 0.105, 0.102, 0.102, 0.122, 0.100, 0.120, 0.104, 0.036, 0.045, 0.095, 0.106, 0.104, 0.107, 0.094, 0.117, 0.106, 0.101, 0.104, 0.111, -0.031, -0.259, 0.100, -0.456, 0.081, -0.086, 0.023, -0.022, -0.117, -0.022, -0.047, 0.101, 0.137, 0.131, 0.139, 0.124, 0.113, 0.021, 0.110, -0.095, -0.225, -0.168, 0.038, -0.812, 0.823, 0.116, -0.429, 0.098, -0.157, -0.020, -0.075, -0.083, -0.075, -0.029, 0.071, 0.069, 0.065, 0.112, 0.108, 0.110, 0.130, 0.130, 0.137, 0.121, 0.104, 0.104, 0.107, 0.084, -0.011, -0.611, -0.084, -0.108, 0.003, -0.054, 0.017, -0.137, 0.087, -0.348, 0.085, 0.073, 0.125, 0.112, 0.120, 0.135]
}

=====

Relative energy (zero: lowest compared OMol25 entry of this formula, charge and spin) per entry: 4.33, 81.65 kcal/mol